## A
DFT (the ωB97M-V functional and the def2-TZVPD basis) results for an isolated molecule of C4H7FS.

Structure (XYZ):
```
13
Properties=species:S:1:pos:R:3
C -1.636 1.046 0.113
C -0.541 0.346 -0.521
S -0.802 -1.542 -0.201
C 0.433 -0.376 0.374
C 1.775 -0.693 0.155
F 2.455 0.401 -0.310
H -1.732 0.314 1.031
H -2.408 0.595 -0.527
H -1.667 2.258 0.121
H -0.121 0.397 -1.675
H -0.012 -0.023 1.299
H 2.521 -1.220 0.844
H 1.733 -1.503 -0.702
```

Calculated values
Frontier orbital gap ... 9.85 eV
SMILES ... C[C@@H]1S[C@H]1CF
Multiplicity ... 1

***

## B
DFT (the ωB97M-V functional and the def2-TZVPD basis) results for an isolated molecule of C4H7FS.

Structure (XYZ):
```
13
Properties=species:S:1:pos:R:3
C -0.076 -1.347 -0.988
C -0.577 -0.063 -0.361
F -1.094 0.606 -1.533
C 0.338 1.149 0.233
C 0.418 0.777 1.645
S 1.787 0.381 2.330
H 0.878 -1.336 -1.519
H -0.001 -2.286 -0.379
H -0.747 -1.444 -1.789
H -1.515 -0.236 0.345
H 1.326 1.072 -0.273
H -0.192 2.175 0.050
H -0.544 0.553 2.238
```

Calculated values
Frontier orbital gap ... 8.60 eV
SMILES ... C[C@H](F)CC=S
Multiplicity ... 1

***

## C
DFT (the ωB97M-V functional and the def2-TZVPD basis) results for an isolated molecule of C4H7FS.

Structure (XYZ):
```
13
Properties=species:S:1:pos:R:3
C 0.333 0.556 -1.982
C 0.548 0.552 -0.659
C -0.472 -0.087 0.263
S -0.857 -1.873 -0.110
C -0.245 0.153 1.772
F 0.934 -0.405 2.003
H -0.498 0.182 -2.537
H 1.082 0.929 -2.634
H 1.544 0.934 -0.414
H -1.389 0.392 -0.024
H 0.327 -2.284 -0.006
H -0.304 1.236 1.922
H -1.004 -0.287 2.406
```

Calculated values
Frontier orbital gap ... 9.99 eV
SMILES ... C=C[C@@H](S)CF
Multiplicity ... 1

***

## D
DFT (the ωB97M-V functional and the def2-TZVPD basis) results for a structure of composition C4H7FS.

Structure (XYZ):
```
13
Properties=species:S:1:pos:R:3
C -0.282 1.878 0.284
C -0.255 0.497 -0.651
C 1.071 -0.165 -0.047
C 2.304 -0.390 -0.690
H 0.392 1.690 1.438
H 0.238 2.822 -0.349
H -1.649 1.907 0.546
H -0.299 0.797 -1.671
H -1.204 -1.289 1.057
H 2.338 -0.472 -1.733
H 3.196 -0.721 -0.106
F 0.761 -0.547 1.248
S -1.680 -0.671 -0.237
```

Calculated values
Frontier orbital gap ... 9.92 eV
Multiplicity ... 1

***

Least stable of them? D.

***

## A
DFT (the ωB97M-V functional and the def2-TZVPD basis) results for the ion C6H10N with charge +1.

Structure (XYZ):
```
17
Properties=species:S:1:pos:R:3
C -2.657 -0.054 -0.355
C -1.330 0.096 0.244
C -0.268 0.784 0.660
C 1.064 1.353 0.310
C 1.721 0.137 -0.537
N 1.064 -1.121 -0.076
C -0.035 -0.743 0.886
H -2.949 -0.991 -0.050
H -2.823 0.084 -1.419
H -3.330 0.648 0.186
H 1.155 2.251 -0.478
H 1.617 1.598 1.237
H 1.413 0.368 -1.490
H 2.781 0.199 -0.457
H 0.901 -1.516 -0.964
H 1.630 -1.727 0.489
H 0.046 -1.366 1.813
```

Calculated values
Frontier orbital gap ... 10.47 eV
SMILES ... CC1=C2CC[NH2+][C@H]12
Multiplicity ... 1
Net charge ... +1

***

## B
DFT (the ωB97M-V functional and the def2-TZVPD basis) results for the ion C6H10N with charge +1.

Structure (XYZ):
```
17
Properties=species:S:1:pos:R:3
C 1.506 1.298 -0.152
C 0.603 0.739 0.873
C 0.022 -0.629 0.713
C 0.613 -1.586 -0.249
N -0.953 0.252 0.183
C -1.813 0.289 -0.988
C -2.420 0.293 0.193
H 1.330 2.297 -0.181
H 1.340 0.777 -1.036
H 2.521 1.174 0.145
H 0.256 1.265 1.644
H -0.468 -1.045 1.623
H 0.503 -1.312 -1.252
H 0.187 -2.532 0.005
H 1.687 -1.603 -0.118
H -1.681 0.276 -2.102
H -3.232 0.048 0.698
```

Calculated values
Frontier orbital gap ... 10.04 eV
SMILES ... C[C@@H]1[C@H](C)[N+]12C=C2
Multiplicity ... 1
Net charge ... +1

***

## C
DFT (the ωB97M-V functional and the def2-TZVPD basis) results for a structure of composition C6H10N.

Structure (XYZ):
```
17
Properties=species:S:1:pos:R:3
C -1.171 -0.855 -0.137
C 0.212 -0.410 0.204
C -2.378 -0.204 -0.145
C 1.187 0.387 -0.024
C 1.293 -1.533 0.133
C 2.131 1.439 -0.057
N -2.661 1.074 0.174
H -3.315 -0.704 -0.284
H -1.318 -1.835 -0.350
H 1.366 -1.864 1.206
H 2.370 -1.207 -0.078
H 1.115 -2.327 -0.705
H 2.909 1.273 0.791
H 1.374 2.378 -0.071
H 2.580 1.389 -0.968
H -2.037 1.792 -0.098
H -3.656 1.208 0.412
```

Calculated values
Frontier orbital gap ... 8.22 eV
Multiplicity ... 1
Net charge ... +1

***

## D
DFT (the ωB97M-V functional and the def2-TZVPD basis) results for the ion C6H10N with charge +1.

Structure (XYZ):
```
17
Properties=species:S:1:pos:R:3
C -0.133 1.335 -1.348
C 0.537 0.272 -0.602
C 1.973 -0.006 -1.035
C -0.131 -0.387 0.392
C -0.067 -1.389 1.543
N -1.297 -1.234 1.930
C -1.616 -0.156 0.972
H 0.143 1.360 -2.491
H 0.452 2.201 -0.970
H -1.222 1.446 -1.066
H 1.665 -0.431 -1.994
H 2.520 -0.661 -0.509
H 2.507 0.885 -0.975
H 0.744 -1.971 1.985
H -1.870 -1.677 2.566
H -1.940 0.858 1.381
H -2.263 -0.446 0.222
```

Calculated values
Frontier orbital gap ... 9.12 eV
SMILES ... CC(C)=C1C=[NH+]C1
Multiplicity ... 1
Net charge ... +1

***

Least stable of them? B.

***

## A
DFT (the ωB97M-V functional and the def2-TZVPD basis) results for a structure of composition C6H10N.

Structure (XYZ):
```
17
Properties=species:S:1:pos:R:3
C 2.480 -0.165 -0.063
C -3.417 -0.090 -0.682
C -2.716 0.206 0.418
C 3.725 0.406 -0.341
C -1.148 0.225 0.572
C 0.163 -1.181 0.208
N 1.372 -0.547 -0.024
H -4.422 0.263 -0.704
H -2.867 -0.408 -1.512
H 3.611 1.416 -0.072
H 4.515 -0.030 0.186
H 3.962 0.399 -1.336
H -0.761 0.397 1.578
H -0.911 1.106 -0.125
H -3.233 0.537 1.348
H -0.275 -1.398 -0.810
H 0.090 -1.815 0.959
```

Calculated values
Frontier orbital gap ... 9.07 eV
Multiplicity ... 1
Net charge ... +1

***

## B
DFT (the ωB97M-V functional and the def2-TZVPD basis) results for the ion C6H10N with charge +1.

Structure (XYZ):
```
17
Properties=species:S:1:pos:R:3
C -3.235 0.987 -2.169
N -2.282 0.547 -1.644
C -1.367 0.052 -0.849
C -0.415 0.879 -0.356
C 0.457 0.712 0.865
C 1.738 -0.202 0.582
C 1.407 -1.628 0.995
H -3.780 1.392 -2.995
H -1.671 -0.852 -0.295
H -0.288 1.714 -0.988
H -0.039 0.441 1.824
H 0.870 1.747 0.944
H 1.934 -0.121 -0.487
H 2.648 0.216 1.141
H 0.706 -1.977 0.356
H 1.011 -1.671 2.092
H 2.305 -2.236 0.983
```

Calculated values
Frontier orbital gap ... 8.87 eV
SMILES ... C#[N+]/C=C/CCC
Multiplicity ... 1
Net charge ... +1

***

## C
DFT (the ωB97M-V functional and the def2-TZVPD basis) results for the ion C6H10N with charge +1.

Structure (XYZ):
```
17
Properties=species:S:1:pos:R:3
C -3.636 -0.017 0.123
C -2.221 -0.206 -0.108
C -0.988 -0.427 -0.119
C 0.303 -0.786 0.256
N 1.421 -0.094 -0.020
C 2.678 -0.758 -0.045
C 1.315 1.344 -0.256
H -4.268 -0.832 -0.283
H -3.682 0.027 1.228
H -4.023 0.925 -0.241
H 0.236 -1.853 0.568
H 2.712 -1.745 0.147
H 3.255 -0.144 0.675
H 3.178 -0.569 -1.032
H 1.541 2.040 0.580
H 0.246 1.505 -0.378
H 1.932 1.589 -1.096
```

Calculated values
Frontier orbital gap ... 8.92 eV
SMILES ... CC#CC=[N+](C)C
Multiplicity ... 1
Net charge ... +1

***

## D
DFT (the ωB97M-V functional and the def2-TZVPD basis) results for the ion C6H10N with charge +1.

Structure (XYZ):
```
17
Properties=species:S:1:pos:R:3
C -0.743 -0.225 0.637
C 0.181 -0.886 -0.297
C -1.312 2.240 -0.173
C -1.079 1.148 0.823
C 0.002 2.263 0.345
C 1.568 -2.788 -0.652
N 0.799 -1.869 0.183
H -0.844 -0.872 1.478
H 0.175 -0.570 -1.355
H -1.441 1.771 -1.227
H -2.126 2.955 0.167
H -1.562 1.244 1.760
H 0.126 2.987 1.180
H 0.907 -3.392 -1.346
H 2.230 -2.327 -1.279
H 2.155 -3.574 -0.134
H 0.964 1.898 -0.109
```

Calculated values
Frontier orbital gap ... 8.02 eV
Multiplicity ... 1
Net charge ... +1

***

Least stable of them? A.

***

## A
DFT (the ωB97M-V functional and the def2-TZVPD basis) results for the ion C6H10N with charge +1.

Structure (XYZ):
```
17
Properties=species:S:1:pos:R:3
C -3.231 -0.137 0.469
C -1.966 -0.079 0.233
C -0.655 -0.011 -0.006
C 0.245 1.000 -0.793
C 1.790 0.600 -0.660
N 1.685 -0.343 0.505
C 0.367 -1.061 0.416
H -3.673 0.313 1.344
H -3.904 -0.643 -0.203
H -0.047 1.003 -1.843
H 0.085 2.007 -0.409
H 2.427 1.448 -0.435
H 2.133 0.069 -1.545
H 1.686 0.212 1.370
H 2.464 -1.007 0.553
H 0.137 -1.543 1.366
H 0.456 -1.827 -0.360
```

Calculated values
Frontier orbital gap ... 9.97 eV
SMILES ... C=C=C1CC[NH2+]C1
Multiplicity ... 1
Net charge ... +1

***

## B
DFT (the ωB97M-V functional and the def2-TZVPD basis) results for a structure of composition C6H10N.

Structure (XYZ):
```
17
Properties=species:S:1:pos:R:3
C 0.573 -1.445 0.101
C 1.729 -1.046 -0.462
C 1.829 -0.003 -1.496
C 1.154 0.474 -0.279
C -0.438 0.255 1.601
C -1.279 -0.017 -0.656
N -0.119 -0.160 0.233
H 0.260 -2.352 0.578
H 2.793 0.461 -1.660
H 1.314 -0.258 -2.415
H 1.617 1.189 0.379
H -0.733 1.304 1.617
H -1.259 -0.351 1.980
H 0.428 0.115 2.246
H -1.555 1.034 -0.729
H -1.036 -0.393 -1.649
H -2.121 -0.587 -0.266
```

Calculated values
Frontier orbital gap (alpha / beta) ... 8.97 / 8.97 eV
Multiplicity ... 1
Net charge ... +1

***

## C
DFT (the ωB97M-V functional and the def2-TZVPD basis) results for a structure of composition C6H10N.

Structure (XYZ):
```
17
Properties=species:S:1:pos:R:3
C 0.668 -1.345 -0.087
C 1.483 -0.291 -0.088
C -0.284 0.510 -0.024
C 2.821 0.249 0.168
C -1.068 1.672 0.113
C -1.840 -1.349 -0.004
N -0.581 -0.738 -0.066
H 0.801 -2.380 -0.406
H 2.782 0.668 1.099
H 3.113 1.113 -0.421
H 3.459 -0.527 0.234
H -1.858 1.545 -0.627
H -0.485 2.635 -0.272
H -1.578 1.854 1.166
H -2.097 -1.618 0.923
H -1.890 -2.280 -0.619
H -2.751 -0.700 -0.390
```

Calculated values
Frontier orbital gap ... 8.86 eV
Multiplicity ... 1
Net charge ... +1

***

Least stable of them? B.